C14H16Cl5F3N4O2Y | ωB97M-V with the def2-TZVPD basis set

Geometry (Å):
Y  -0.0972  0.3186  0.3157
Cl  2.2820  1.0548  -2.1668
C  1.7247  2.4983  -1.3068
C  0.7616  2.2949  -0.3555
C  0.3522  3.3875  0.3518
Cl  -0.8632  3.0540  1.6059
C  0.8224  4.6693  0.1358
Cl  0.2474  5.9870  1.0745
C  1.7905  4.8422  -0.8584
Cl  2.4106  6.4082  -1.1675
C  2.2580  3.7450  -1.5940
Cl  3.4584  3.9395  -2.8021
F  -2.3822  -1.5021  -0.3621
C  -2.2756  -0.2076  0.1300
F  -2.5976  -0.3430  1.4889
F  -3.2987  0.4698  -0.4209
C  -0.9233  -0.0513  4.6551
N  0.4347  0.4869  4.5397
C  1.0641  1.0113  5.7528
C  1.9069  2.2146  5.3928
C  2.9376  1.7940  4.3720
N  2.3221  1.0033  3.2928
C  3.1154  0.8777  2.0790
C  1.0950  0.4735  3.3810
O  0.5476  -0.0486  2.3519
H  -1.5650  0.6975  5.1185
H  -0.9196  -0.9462  5.2786
H  -1.3196  -0.3030  3.6814
H  1.6700  0.2359  6.2283
H  0.2639  1.2671  6.4424
H  2.4043  2.6167  6.2743
H  1.2652  2.9975  4.9822
H  3.7269  1.2037  4.8410
H  3.4099  2.6601  3.9092
H  3.0950  1.7985  1.4941
H  2.7657  0.0504  1.4686
H  4.1466  0.6608  2.3578
N  2.4959  -2.9251  -0.4785
C  1.1764  -2.7670  -0.3305
N  0.3827  -3.8197  -0.1406
O  0.6539  -1.6201  -0.3498
H  2.9186  -3.8329  -0.5651
H  3.0390  -2.1201  -0.7397
H  0.7164  -4.7673  -0.1697
H  -0.6072  -3.6485  -0.0637

Computed properties:
Gap between HOMO and LUMO = 0.3424 Ha
Charge = +1
LUMO = -2.410 eV
E = -96639.2662 eV
Energy above the lowest of the compared OMol25 structures with the same formula, charge and spin = 0.00 kJ/mol


C14H16Cl5RuS4 | ωB97M-V with the def2-TZVPD basis set

Geometry (Å):
Ru  0.2870  -0.4248  -0.0883
C  0.1242  2.3180  1.9728
C  -1.1484  2.2853  1.1211
S  -1.5523  0.5198  1.1073
C  -2.9779  0.0466  0.0987
C  -2.9493  -1.4675  0.1949
S  -1.3402  -2.1452  -0.4103
C  -0.9342  -3.4500  0.8608
C  0.5068  -3.3565  1.4012
S  0.6754  -1.6265  1.8028
C  2.3646  -1.1454  2.2412
C  2.2072  0.3282  2.6206
S  1.3959  1.2051  1.2183
H  -0.0624  1.9786  2.9912
H  0.5630  3.3147  1.9953
H  -0.9858  2.6760  0.1176
H  -1.9522  2.8398  1.6062
H  -2.8900  0.4101  -0.9244
H  -3.8881  0.4409  0.5525
H  -3.7153  -1.9110  -0.4407
H  -3.1005  -1.7990  1.2212
H  -1.1108  -4.4089  0.3766
H  -1.6524  -3.3268  1.6700
H  1.2585  -3.6610  0.6843
H  0.6066  -3.9393  2.3188
H  3.0349  -1.2884  1.3940
H  2.7056  -1.7411  3.0892
H  3.1705  0.8075  2.7890
H  1.5829  0.4472  3.5056
Cl  1.0301  -3.8693  -1.7153
C  1.4826  -2.3799  -2.4267
C  1.2620  -1.1387  -1.7510
C  1.5545  0.0063  -2.5610
Cl  1.0354  1.5407  -1.9360
C  2.1745  0.0068  -3.7806
Cl  2.5446  1.4287  -4.6126
C  2.4871  -1.2676  -4.3518
Cl  3.2365  -1.3509  -5.8168
C  2.1059  -2.4670  -3.6591
Cl  2.4408  -3.9499  -4.3887

Computed properties:
Gap between HOMO and LUMO (spin up / spin down) = 0.1920 / 0.1922 Ha
Charge = +3
LUMO (spin up / spin down) = -12.810 / -12.807 eV
E = -123283.5973 eV
Energy above the lowest of the compared OMol25 structures with the same formula, charge and spin = 95.85 kJ/mol


C14H16N | ωB97M-V with the def2-TZVPD basis set

Geometry (Å):
C  -1.2453  3.0008  0.8704
C  -1.5967  1.5755  1.1430
C  -2.1279  1.2951  2.5138
C  -1.9826  0.7562  0.0272
C  -2.5058  -0.5733  0.2128
C  -2.9139  -1.3636  -0.8647
C  -2.8594  -0.8826  -2.1784
C  -2.4019  0.4360  -2.3918
C  -1.9958  1.2296  -1.3218
H  -0.5544  3.0969  0.0329
H  -2.1842  3.4983  0.5845
H  -0.8098  3.5430  1.7272
H  -2.3125  0.2301  2.7141
H  -1.4860  1.7020  3.3033
H  -3.1068  1.7983  2.6009
H  -2.6467  -0.9730  1.2191
H  -3.2636  -2.3802  -0.6736
H  -3.1669  -1.5028  -3.0151
H  -2.3616  0.8218  -3.4024
H  -1.7634  2.2819  -1.5389
N  0.6870  1.2762  1.3915
C  1.6275  2.2291  1.3100
C  3.0034  1.9733  1.5008
C  3.4068  0.6729  1.7837
C  2.4353  -0.3272  1.8537
C  1.0730  0.0196  1.6347
H  1.3114  3.2539  1.0901
H  3.6894  2.8261  1.4205
H  4.4509  0.4463  1.9485
H  2.6659  -1.3726  2.0724
H  0.3102  -0.7665  1.6769

Computed properties:
Gap between HOMO and LUMO = 0.3073 Ha
Charge = +1
LUMO = -4.802 eV
E = -16260.3576 eV
Energy above the lowest of the compared OMol25 structures with the same formula, charge and spin = 127.63 kJ/mol


C14H16N2O4S | ωB97M-V with the def2-TZVPD basis set

Geometry (Å):
C  1.3106  2.1778  -0.8618
C  0.9163  3.5089  -0.7264
O  0.6243  3.8445  0.5152
C  1.1772  4.6197  1.4785
O  2.0884  5.2820  1.1879
C  0.7370  4.5090  2.9662
S  -0.8146  3.3649  3.3374
C  0.1643  1.9699  2.8706
N  1.4669  1.8009  2.5215
N  1.4872  0.4546  2.3646
C  0.5071  -0.0529  2.1142
C  0.0431  -1.3549  1.4667
O  -0.4140  -1.1934  0.2597
C  -0.6150  -2.5569  -0.3643
C  -0.6858  -3.6605  0.1423
C  -0.8021  -4.7402  -0.7201
C  -1.4287  -4.4511  -1.9072
C  -1.4312  -3.2890  -2.4522
C  -1.8011  -3.1200  -3.9922
C  -1.1986  -2.1202  -1.6643
O  -0.7278  0.9392  2.3993
H  2.2142  2.0257  -0.1839
H  1.7021  1.9544  -1.6887
H  0.7407  1.4423  -0.6732
H  0.0880  3.6925  -1.2991
H  1.7851  4.2985  -0.8785
H  1.5001  4.2721  3.6922
H  0.2499  5.5102  3.1129
H  -0.7353  -1.8982  2.2701
H  1.0444  -1.9302  1.5867
H  -0.1370  -3.8805  1.0972
H  -0.8126  -5.8340  -0.2493
H  -1.6167  -5.3872  -2.7246
H  -1.0930  -3.4801  -4.8286
H  -2.7864  -3.5426  -4.0085
H  -1.8799  -1.8645  -4.2185
H  -0.8668  -1.3107  -1.9419

Computed properties:
Gap between HOMO and LUMO = 0.3508 Ha
SMILES = CCOC(=O)CSc1nnc(COc2cccc(C)c2)o1
LUMO = 0.327 eV
E = -36771.3615 eV
Energy above the lowest of the compared OMol25 structures with the same formula, charge and spin = 1256.90 kJ/mol


C14H16NO2 | ωB97M-V with the def2-TZVPD basis set

Geometry (Å):
C  1.3762  -3.6964  -1.4834
C  -0.0832  -3.6959  -1.0260
C  -0.3680  -2.5355  -0.0641
C  -1.7914  -2.4278  0.4976
C  -2.0027  -1.2248  1.4153
C  -1.7772  -1.2736  2.7332
H  1.5503  -4.5360  -2.1607
H  1.6261  -2.7697  -2.0119
H  2.0555  -3.7937  -0.6295
H  -0.7338  -3.6164  -1.9058
H  -0.3120  -4.6501  -0.5370
H  0.3218  -2.6134  0.7837
H  -0.1416  -1.6117  -0.6053
H  -2.4721  -2.3112  -0.3535
H  -2.0350  -3.3581  1.0251
H  -2.4101  -0.3439  0.9027
H  -1.7936  -0.4348  3.4261
H  -1.5259  -2.2480  3.1810
C  3.0051  4.5962  5.9961
C  2.9697  3.2970  5.4675
C  1.7327  2.7628  5.0525
C  0.5800  3.4953  5.1600
C  0.6027  4.8023  5.6894
C  1.8277  5.3446  6.1067
C  -0.5646  2.6399  4.6246
O  -1.7527  2.9641  4.5666
N  -0.0091  1.4257  4.2173
C  1.3700  1.4120  4.4449
O  2.1547  0.4892  4.2051
H  3.9555  5.0361  6.3262
H  3.8812  2.6921  5.3699
H  -0.3331  5.3726  5.7652
H  1.8733  6.3600  6.5224

Computed properties:
Gap between HOMO and LUMO (spin up / spin down) = 0.3035 / 0.1994 Ha
⟨S²⟩ = 0.7770
LUMO (spin up / spin down) = -0.914 / -3.742 eV
Spin multiplicity = 2
E = -20359.9160 eV
Energy above the lowest of the compared OMol25 structures with the same formula, charge and spin = 86.34 kJ/mol


C14H16O | ωB97M-V with the def2-TZVPD basis set

Geometry (Å):
C  0.9623  -1.4807  2.3812
C  0.5252  0.6306  1.1984
C  0.3469  -0.1351  2.3556
C  -0.1158  1.8098  0.9936
C  -0.8663  2.3570  2.0029
C  -0.5811  0.3388  3.2643
C  -1.1935  1.5722  3.2346
O  -1.5586  3.5205  1.9935
H  1.1492  0.3805  0.3596
H  -0.1420  2.2814  0.0436
H  1.9780  -1.8288  1.7741
H  0.4688  -2.4386  2.0586
H  -0.8226  -0.1935  4.1689
H  -1.0119  4.2340  1.5428
H  -1.6910  2.1098  4.2049
H  1.1110  -1.6395  3.5772
C  1.9804  -1.2973  -3.3903
C  -1.0656  -1.6891  -1.4108
C  0.2695  -1.8325  -1.7408
C  -1.7446  -0.4391  -1.5762
C  0.7477  -0.8488  -2.5892
C  -0.9819  0.6166  -1.9777
C  0.2803  0.5065  -2.6294
H  -1.6043  -2.4832  -1.0700
H  0.8856  -2.7095  -1.4858
H  -2.7122  -0.2704  -1.1631
H  -1.5653  1.6160  -2.0262
H  2.6437  -1.7646  -2.7689
H  2.3172  -0.3623  -3.9555
H  0.5270  1.5331  -3.2302
H  1.4640  -2.0937  -4.1397

Computed properties:
Gap between HOMO and LUMO (spin up / spin down) = 0.0852 / 0.2610 Ha
Charge = -1
⟨S²⟩ = 0.7584
LUMO (spin up / spin down) = 3.133 / 3.014 eV
Spin multiplicity = 2
E = -16820.1391 eV
Energy above the lowest of the compared OMol25 structures with the same formula, charge and spin = 364.01 kJ/mol